(1)
Computed, not measured: a molecular structure, C37H34IrN4O4P2 in a non-equilibrium geometry, with ωB97M-V/def2-TZVPD.

The value obtained for the energy relative to the best compared isomer or geometry (same formula, charge and spin) is 15.7 kcal/mol. The HOMO-LUMO gap (alpha / beta) comes out at 6.96 / 6.30 eV. Its multiplicity is 5. The total charge is +3. Its largest force on an atom is 3.91 eV/A.

```
82
Properties=species:S:1:pos:R:3:mulliken_spin:R:1
Ir 0.232 -0.966 0.573 2.251
O 1.371 1.868 4.271 0.002
C 1.033 1.087 3.270 0.014
O 0.139 1.348 2.465 0.027
C 1.734 -0.253 3.320 0.019
C 2.474 -0.573 4.442 -0.004
C 3.155 -1.793 4.542 0.014
C 3.054 -2.680 3.437 -0.001
C 2.197 -2.358 2.385 0.022
N 1.584 -1.117 2.357 0.045
C 1.885 -3.375 1.331 0.022
O 2.460 -4.537 1.362 0.002
O 1.043 -3.125 0.507 0.066
H 0.966 2.764 4.153 -0.001
H 2.602 0.196 5.169 0.002
H 3.847 -1.946 5.343 0.000
H 3.704 -3.589 3.517 0.002
H 3.154 -4.610 2.044 0.003
C 1.208 2.207 -2.761 0.007
N 0.407 1.439 -1.758 0.116
P 0.890 -0.196 -1.468 0.105
C 0.562 -1.204 -2.920 -0.023
C 0.377 -0.700 -4.170 0.007
C 0.128 -1.536 -5.224 0.003
C -0.140 -2.892 -5.014 0.005
C 0.102 -3.408 -3.747 0.004
C 0.383 -2.576 -2.715 -0.007
C 2.700 -0.100 -1.230 0.067
C 3.284 0.924 -0.494 0.060
C 4.630 0.852 -0.160 -0.015
C 5.342 -0.303 -0.418 0.042
C 4.755 -1.287 -1.203 -0.019
C 3.416 -1.262 -1.540 0.016
P -0.822 2.045 -0.884 0.394
C -0.866 3.838 -0.773 0.121
C 0.201 4.577 -0.179 0.057
C -0.048 5.885 0.140 -0.021
C -1.262 6.479 -0.017 0.058
C -2.302 5.871 -0.699 -0.017
C -2.065 4.516 -1.074 0.039
C -2.333 1.270 -1.394 0.102
C -3.427 1.344 -0.514 0.069
C -4.488 0.502 -0.762 -0.020
C -4.465 -0.418 -1.782 0.067
C -3.435 -0.396 -2.756 -0.022
C -2.371 0.429 -2.483 0.060
H 2.160 1.698 -2.905 0.000
H 1.338 3.207 -2.416 0.003
H 0.615 2.268 -3.680 0.006
H 0.385 0.386 -4.320 -0.002
H -0.082 -1.116 -6.168 0.000
H -0.485 -3.527 -5.849 0.000
H -0.119 -4.371 -3.357 0.000
H 0.508 -3.019 -1.755 0.004
H 2.763 1.844 -0.318 -0.003
H 5.058 1.693 0.319 -0.001
H 6.354 -0.364 0.044 0.001
H 5.323 -2.125 -1.494 0.000
H 3.008 -2.189 -2.015 0.003
H 1.166 4.119 -0.113 0.007
H 0.839 6.445 0.459 -0.001
H -1.299 7.543 0.373 0.001
H -3.228 6.403 -0.861 0.000
H -2.806 3.892 -1.549 0.008
H -3.358 1.997 0.382 -0.011
H -5.349 0.490 -0.077 0.000
H -5.310 -1.044 -1.975 0.003
H -3.418 -1.053 -3.623 0.001
H -1.471 0.420 -3.216 0.015
N -4.385 -2.533 4.319 0.021
C -3.558 -2.144 3.342 0.020
C -2.979 -3.112 2.457 -0.001
C -1.963 -2.684 1.658 0.016
N -1.551 -1.412 1.537 0.105
C -2.207 -0.517 2.230 0.029
C -3.246 -0.848 3.126 0.015
H -4.657 -3.509 4.441 -0.001
H -4.764 -1.880 4.990 -0.001
H -3.251 -4.121 2.591 0.000
H -1.510 -3.496 1.085 0.003
H -1.845 0.502 2.191 0.020
H -3.672 -0.078 3.661 -0.001
```

***

(2)
Computed, not measured: 5 unconnected molecules or ions with the total composition C21H44N5O8S4 in a non-equilibrium geometry, with ωB97M-V/def2-TZVPD.

The HOMO-LUMO gap comes out at 8.27 eV. The total charge is +1. Its largest force on an atom is 7.57 eV/A.

```
82
Properties=species:S:1:pos:R:3:lowdin_charge:R:1
N 5.695 0.512 1.364 0.037
C 5.692 1.955 0.909 -0.583
N 6.164 1.933 -0.560 0.035
N 6.727 2.680 1.781 0.048
C 4.265 2.740 1.085 -0.070
N 3.033 1.869 0.975 -0.059
C 2.487 0.749 1.834 0.035
C 1.105 0.103 1.225 0.037
N 0.885 0.950 -0.009 0.052
C 1.988 1.984 -0.149 0.066
H 5.261 0.525 2.336 0.079
H 4.979 0.021 0.752 0.079
H 5.445 1.373 -1.084 0.060
H 7.009 1.287 -0.517 0.094
H 6.771 3.691 1.506 0.095
H 7.639 2.190 1.645 0.088
H 4.200 3.517 0.181 0.157
H 4.317 3.400 2.059 0.154
H 3.082 0.417 2.787 0.132
H 0.495 -0.793 1.670 0.126
H 0.081 0.863 -0.679 0.160
H 2.160 2.824 -0.950 0.150
C -0.681 5.937 1.397 -0.220
C -0.329 7.403 1.646 -0.213
C 0.933 7.432 2.507 -0.219
S 1.826 5.930 2.134 0.655
O 1.849 5.101 3.321 -0.328
O 3.028 6.261 1.396 -0.337
C 0.623 5.261 1.002 -0.251
H -1.442 5.829 0.618 0.122
H -1.073 5.489 2.318 0.126
H -0.134 7.899 0.688 0.123
H -1.151 7.939 2.132 0.123
H 1.560 8.295 2.272 0.111
H 0.690 7.426 3.573 0.112
H 0.588 4.174 1.092 0.085
H 0.923 5.546 -0.011 0.112
C -3.463 -3.217 1.768 -0.255
C -2.243 -2.331 2.017 -0.222
C -2.528 -0.970 1.385 -0.259
S -4.303 -0.768 1.414 0.674
O -4.787 -0.748 0.049 -0.317
O -4.651 0.260 2.374 -0.326
C -4.672 -2.362 2.120 -0.215
H -3.430 -4.132 2.368 0.104
H -3.502 -3.505 0.711 0.085
H -2.092 -2.213 3.097 0.121
H -1.331 -2.774 1.605 0.107
H -2.062 -0.159 1.950 0.090
H -2.200 -0.935 0.343 0.095
H -5.605 -2.747 1.707 0.114
H -4.763 -2.235 3.203 0.117
C -4.252 -8.562 0.562 -0.221
C -5.329 -8.321 -0.495 -0.215
C -5.771 -6.863 -0.376 -0.217
S -4.367 -5.968 0.272 0.693
O -4.705 -5.474 1.591 -0.334
O -3.830 -5.108 -0.764 -0.326
C -3.298 -7.382 0.456 -0.229
H -3.734 -9.513 0.404 0.121
H -4.711 -8.586 1.558 0.124
H -4.908 -8.498 -1.492 0.122
H -6.177 -9.002 -0.371 0.121
H -6.051 -6.447 -1.346 0.110
H -6.599 -6.752 0.330 0.112
H -2.665 -7.260 1.336 0.112
H -2.681 -7.454 -0.445 0.112
C 1.954 -0.529 -4.291 -0.227
C 0.878 -0.287 -5.348 -0.213
C 0.436 1.170 -5.229 -0.221
S 1.840 2.066 -4.581 0.678
O 1.502 2.560 -3.262 -0.360
O 2.376 2.926 -5.617 -0.306
C 2.908 0.652 -4.397 -0.233
H 2.472 -1.479 -4.449 0.122
H 1.496 -0.553 -3.295 0.108
H 1.299 -0.465 -6.345 0.126
H 0.030 -0.968 -5.224 0.122
H 0.156 1.587 -6.199 0.113
H -0.392 1.281 -4.523 0.106
H 3.541 0.773 -3.517 0.098
H 3.525 0.580 -5.298 0.117
```

***

(3)
Computed, not measured: 2 unconnected molecules or ions with the total composition C5H13NO2 in a non-equilibrium geometry, with ωB97M-V/def2-TZVPD.

The value obtained for the energy relative to the best compared isomer or geometry (same formula, charge and spin) is 174.7 kcal/mol. The HOMO-LUMO gap comes out at 5.31 eV. Its largest force on an atom is 3.36 eV/A.

```
21
Properties=species:S:1:pos:R:3:nbo_charge:R:1
C 0.650 -1.030 2.347 -0.440
N -0.278 -0.239 1.645 -0.567
C -0.048 -0.325 0.131 -0.216
C -1.211 0.100 -0.592 0.120
C -1.428 1.564 -0.972 -0.735
O 0.147 -0.523 -2.783 -0.908
C 1.343 0.311 -0.141 -0.080
O 2.320 -0.638 -0.392 -0.656
H 1.685 -0.671 2.056 0.234
H 0.716 -2.061 1.924 0.174
H 0.411 -1.062 3.477 0.219
H -1.221 -0.496 1.835 0.354
H 0.133 -1.430 -0.063 0.238
H -2.010 -0.597 -0.750 0.220
H -0.810 2.289 -0.312 0.246
H -2.368 1.970 -0.679 0.256
H -1.344 1.942 -2.008 0.287
H -0.367 -0.462 -1.967 0.430
H 1.193 1.075 -0.958 0.147
H 1.391 0.894 0.800 0.174
H 1.096 -0.611 -2.598 0.504
```